Record 1
{"formula": "C6H15N2Si", "method": "ωB97M-V/def2-TZVPD", "species": ["C", "Si", "C", "C", "N", "C", "N", "C", "C", "H", "H", "H", "H", "H", "H", "H", "H", "H", "H", "H", "H", "H", "H", "H"], "positions_angstrom": [[-2.3242, 0.0333, -0.8131], [-0.5694, 0.7179, -0.9906], [0.3502, 0.1086, -2.5031], [-0.1338, 2.5937, -0.8381], [0.0999, -0.1112, 0.5423], [0.3672, 0.3289, 1.7338], [0.8380, -0.5172, 2.6375], [1.1994, -1.8150, 2.0297], [0.7940, -1.6481, 0.5349], [-2.3057, -0.9333, -0.5828], [-2.8573, 0.5115, -0.0581], [-2.8977, 0.2429, -1.6056], [1.4631, -0.0393, -2.4880], [0.0299, -0.7744, -2.9011], [0.4111, 0.8408, -3.2318], [-0.5436, 3.0176, -1.6712], [-0.4974, 2.9720, 0.1925], [0.9234, 2.6879, -0.7259], [0.1576, 1.2608, 2.0219], [0.6513, -0.5810, 3.6090], [0.7527, -2.5248, 2.6931], [2.2131, -2.1514, 2.1520], [1.7584, -1.6981, -0.0258], [0.1200, -2.5224, 0.2883]], "forces_ev_per_angstrom": [[2.954, 3.473, 0.551], [0.513, 0.269, 0.260], [2.355, 0.435, 2.285], [-0.596, -2.707, 4.593], [2.595, -3.023, -0.603], [-0.205, -3.289, -0.205], [1.480, -1.044, -1.467], [-0.657, 0.695, 0.169], [-0.547, 0.021, 1.097], [0.162, -4.206, 0.635], [-0.612, 1.024, 1.830], [-2.011, 0.331, -3.475], [-0.657, -0.027, 1.087], [-1.338, -2.306, -1.193], [-0.880, 1.735, -1.700], [-0.967, 1.792, -1.921], [-0.045, -0.142, -1.931], [0.884, 0.061, -0.591], [-1.054, 3.672, 0.993], [-0.095, 1.095, 0.810], [-1.335, -0.976, -0.471], [0.986, 0.903, -0.208], [-1.281, 0.584, -0.156], [0.352, 1.629, -0.390]], "lowdin_charge": [-0.112, 0.656, -0.151, -0.139, -0.011, -0.139, 0.081, -0.132, -0.003, -0.008, 0.029, 0.001, 0.071, 0.000, 0.011, -0.006, 0.067, 0.026, 0.116, 0.152, 0.115, 0.117, 0.123, 0.134], "e_lumo_ev": -3.001, "max_force_ev_per_a": 5.36, "total_charge": 1, "e_above_lowest_kj_mol": 52.3, "smiles": "C[Si](C)(C)N1C=[NH+]CC1"}

Record 2
{"formula": "C14H25NO", "method": "ωB97M-V/def2-TZVPD", "species": ["C", "C", "C", "O", "C", "C", "C", "N", "C", "C", "C", "C", "C", "C", "C", "C", "H", "H", "H", "H", "H", "H", "H", "H", "H", "H", "H", "H", "H", "H", "H", "H", "H", "H", "H", "H", "H", "H", "H", "H", "H"], "positions_angstrom": [[0.4729, -2.4262, 2.5328], [0.8297, -1.3759, 1.6210], [-0.0741, -0.6335, 0.7187], [-0.8985, -1.6788, 0.3252], [-0.9257, 0.2806, 1.6295], [-1.6099, 1.3248, 0.7524], [-0.7758, 2.6918, 0.6557], [-1.8336, 0.8182, -0.5448], [-3.0855, 1.2190, -1.1687], [-4.2262, 0.2784, -0.8662], [-0.6588, 0.4961, -1.4273], [-1.1403, -0.4788, -2.5946], [0.0606, -0.8910, -3.5135], [1.4440, -0.7051, -2.8312], [1.5058, -1.0206, -1.3684], [0.5474, -0.0587, -0.5421], [1.2802, -2.8831, 3.1396], [-0.4968, -2.8526, 2.4828], [1.7953, -0.9353, 1.7014], [-1.6076, -1.2463, -0.1923], [-1.7615, -0.1907, 2.1776], [-0.3251, 0.9426, 2.3724], [-2.6058, 1.7279, 1.0974], [0.3007, 2.4916, 0.7725], [-1.0243, 3.3133, -0.2735], [-1.0020, 3.2769, 1.5276], [-3.2448, 2.1866, -0.7324], [-2.9951, 1.5241, -2.2525], [-4.5814, 0.2054, 0.2287], [-3.9667, -0.7284, -1.0805], [-5.0997, 0.5991, -1.5424], [-0.2269, 1.3906, -1.9448], [-1.9077, 0.0110, -3.1026], [-1.6854, -1.3009, -2.1620], [-0.0251, -1.9262, -3.8102], [-0.0122, -0.3375, -4.4740], [2.1980, -1.2547, -3.3953], [1.6572, 0.3773, -2.8822], [2.5267, -0.9581, -1.0147], [1.2068, -2.0678, -1.3249], [1.1661, 0.7133, -0.2174]], "forces_ev_per_angstrom": [[2.665, 3.424, -3.301], [0.003, -2.939, 3.987], [-0.547, -2.096, 1.455], [-2.389, -0.945, -1.473], [0.068, 3.327, 0.666], [0.294, 3.238, -0.236], [-0.144, -0.481, -0.420], [0.517, -2.121, -2.611], [0.878, 1.037, -0.164], [-2.188, 0.877, 0.188], [-0.017, 0.022, -0.135], [2.199, 0.176, 1.635], [-0.445, 0.262, 0.353], [-0.445, 1.835, -0.930], [-1.624, -0.591, 0.544], [-1.074, -1.139, -0.989], [-0.795, 0.472, -0.325], [-0.637, -0.353, 0.085], [1.018, -0.007, 0.243], [0.101, -0.350, 0.337], [1.042, -0.701, -0.206], [-0.632, -1.611, -0.913], [0.856, -1.096, 0.202], [-0.220, 0.119, -0.620], [0.445, -1.006, 1.233], [-0.286, 0.518, 0.427], [-0.844, 0.770, 0.275], [0.036, -0.991, 0.910], [0.650, 0.714, -1.564], [0.284, -0.955, -0.629], [0.935, -0.687, 1.201], [-0.585, -0.205, 0.313], [-0.900, 1.065, -1.284], [0.313, -0.771, 0.295], [-0.243, -0.467, 0.070], [0.333, -0.074, 0.641], [0.059, 0.117, 0.041], [0.370, -0.261, -0.482], [0.164, 0.132, 0.208], [-0.185, -0.132, 0.768], [0.970, 1.873, 0.205]], "lowdin_charge": [0.069, -0.073, -0.533, -0.025, -0.049, -0.361, -0.040, -0.166, -0.264, -0.082, -0.178, -0.109, -0.155, -0.217, -0.135, -0.144, 0.053, 0.034, 0.092, 0.082, 0.136, 0.150, 0.148, 0.065, 0.101, 0.053, 0.094, 0.134, 0.102, 0.042, 0.098, 0.147, 0.066, 0.099, 0.095, 0.111, 0.110, 0.111, 0.111, 0.122, 0.110], "e_lumo_ev": 0.866, "max_force_ev_per_a": 5.45, "e_above_lowest_kj_mol": 393.3, "smiles": "C=C[C@@]1(O)C[C@@H](C)N(CC)[C@@H]2CCCC[C@@H]21"}

Record 3
{"formula": "C33H42N6O5P2Pd", "method": "ωB97M-V/def2-TZVPD", "species": ["Pd", "N", "C", "C", "C", "C", "N", "C", "N", "N", "C", "O", "O", "H", "H", "H", "H", "H", "H", "H", "H", "H", "H", "H", "H", "H", "H", "O", "P", "C", "P", "O", "C", "C", "C", "C", "C", "C", "C", "C", "C", "C", "C", "C", "C", "C", "C", "C", "C", "C", "C", "C", "C", "C", "C", "C", "H", "H", "H", "H", "H", "H", "H", "H", "H", "H", "H", "H", "H", "H", "H", "H", "H", "H", "H", "H", "H", "H", "C", "N", "C", "N", "O", "H", "H", "H", "H", "H", "H"], "positions_angstrom": [[-1.2413, 0.4420, -0.2447], [-2.3380, 1.4107, -1.8433], [-3.3208, 2.5075, -1.7688], [-4.6102, 2.1496, -1.0048], [-4.5575, 1.3222, 0.2884], [-3.6895, 1.8188, 1.4625], [-3.3402, 3.2358, 1.4287], [-4.1672, 4.2292, 1.7063], [-3.9102, 5.4508, 1.2420], [-5.2573, 3.9928, 2.4629], [-2.6857, 3.8080, -1.2266], [-3.4436, 4.8128, -1.2600], [-1.5374, 3.7636, -0.7437], [-2.6630, 0.7020, -2.4911], [-1.4779, 1.7900, -2.2333], [-3.6466, 2.7764, -2.7799], [-5.2617, 1.5858, -1.6803], [-5.1211, 3.0999, -0.8318], [-4.1892, 0.3206, 0.0576], [-5.5955, 1.2110, 0.6146], [-2.7350, 1.2849, 1.4228], [-4.1543, 1.5663, 2.4190], [-2.4885, 3.4744, 0.9171], [-3.5431, 5.4599, 0.2548], [-4.5452, 6.1869, 1.4985], [-5.3077, 3.1566, 3.0155], [-5.8887, 4.7407, 2.6794], [0.1929, 0.0954, 1.4286], [0.4274, -1.3762, 1.3173], [0.3401, -1.8945, -0.4181], [1.4448, -1.1365, -1.6576], [1.2290, 0.3141, -1.8619], [3.1413, -1.5394, -1.2244], [3.5675, -2.8512, -1.0054], [4.8982, -3.1055, -0.7261], [5.8054, -2.0519, -0.6608], [5.3807, -0.7489, -0.8595], [4.0451, -0.4873, -1.1423], [1.0510, -2.1254, -3.1259], [-0.2885, -2.2260, -3.5066], [-0.6411, -2.9000, -4.6642], [0.3433, -3.4736, -5.4597], [1.6768, -3.3644, -5.0978], [2.0311, -2.6908, -3.9357], [-0.8389, -2.3438, 2.1726], [-0.6282, -2.8261, 3.4624], [-1.6507, -3.4649, 4.1488], [-2.8939, -3.6225, 3.5536], [-3.1175, -3.1285, 2.2751], [-2.0980, -2.4869, 1.5891], [2.0245, -1.9251, 1.9131], [3.0250, -0.9657, 2.0528], [4.2903, -1.3609, 2.4681], [4.5484, -2.6943, 2.7485], [3.5524, -3.6513, 2.5939], [2.2908, -3.2702, 2.1697], [-0.6844, -1.5375, -0.7118], [0.3660, -2.9853, -0.5147], [2.8613, -3.6739, -1.0601], [5.2312, -4.1212, -0.5529], [6.8464, -2.2538, -0.4390], [6.0831, 0.0711, -0.7833], [3.6871, 0.5269, -1.2627], [-1.0560, -1.7623, -2.8973], [-1.6825, -2.9754, -4.9513], [0.0691, -3.9998, -6.3653], [2.4457, -3.8018, -5.7221], [3.0743, -2.6052, -3.6619], [0.3367, -2.7006, 3.9363], [-1.4761, -3.8377, 5.1501], [-3.6902, -4.1252, 4.0884], [-4.0904, -3.2388, 1.8123], [-2.2893, -2.0641, 0.6090], [2.8248, 0.0729, 1.7996], [5.0745, -0.6209, 2.5643], [5.5356, -2.9956, 3.0775], [3.7617, -4.6934, 2.8017], [1.5136, -4.0158, 2.0476], [2.1522, 5.3607, -0.4226], [2.9260, 4.2583, 0.0995], [2.4383, 2.9866, 0.3061], [1.0916, 2.8653, 0.2159], [3.2012, 2.0626, 0.5992], [2.8038, 6.2262, -0.5242], [1.3404, 5.6333, 0.2554], [1.7198, 5.1426, -1.4040], [3.9274, 4.3067, 0.0878], [0.5143, 3.5683, -0.2182], [0.7100, 1.9299, 0.1311]], "forces_ev_per_angstrom": [[-0.598, 0.546, 0.082], [-0.018, -0.064, -0.019], [0.070, 0.005, 0.016], [-0.016, -0.017, 0.010], [0.056, 0.063, 0.026], [0.093, -0.010, -0.097], [-0.247, 0.086, 0.068], [0.112, -0.144, 0.016], [-0.017, 0.047, 0.017], [-0.036, -0.008, 0.036], [-0.084, 0.028, 0.001], [0.025, -0.059, -0.047], [0.054, -0.018, -0.023], [-0.055, 0.028, -0.016], [0.070, 0.022, -0.003], [-0.010, 0.003, -0.010], [0.018, 0.008, -0.008], [0.007, -0.019, 0.002], [0.009, -0.045, -0.008], [0.004, 0.008, 0.019], [0.047, 0.036, 0.004], [0.015, 0.000, 0.007], [0.072, -0.006, -0.040], [0.062, -0.029, -0.035], [-0.009, 0.020, 0.010], [-0.011, -0.003, 0.002], [-0.013, 0.006, -0.005], [0.157, 0.064, 0.216], [0.039, -0.230, -0.500], [-0.252, -0.283, 0.018], [-0.064, 0.091, 0.083], [0.041, 0.049, -0.035], [0.064, -0.134, -0.036], [0.014, 0.069, -0.016], [0.013, -0.001, 0.007], [0.013, -0.020, 0.001], [-0.025, 0.015, -0.017], [0.012, 0.022, -0.006], [-0.030, -0.009, -0.068], [0.026, -0.017, -0.029], [0.003, -0.003, -0.005], [-0.008, 0.002, -0.005], [0.003, -0.004, 0.001], [-0.031, -0.005, 0.002], [-0.018, 0.004, 0.030], [0.015, 0.010, 0.008], [-0.021, -0.013, 0.004], [0.014, 0.012, -0.010], [-0.014, -0.013, 0.016], [-0.002, -0.023, 0.008], [-0.001, 0.092, 0.261], [-0.015, 0.008, -0.048], [-0.015, -0.014, 0.019], [0.006, 0.005, 0.002], [-0.008, -0.036, 0.014], [0.062, 0.054, 0.037], [0.259, -0.157, -0.115], [0.085, -0.012, 0.077], [0.016, 0.020, -0.003], [-0.002, 0.008, 0.000], [-0.007, -0.001, -0.006], [-0.015, 0.003, -0.004], [0.011, -0.004, 0.001], [-0.019, 0.009, 0.004], [0.011, 0.003, 0.008], [0.001, 0.004, 0.010], [-0.004, 0.007, 0.011], [0.017, 0.005, 0.002], [0.008, 0.006, 0.005], [0.003, 0.005, -0.009], [0.007, 0.007, -0.009], [0.012, 0.003, 0.003], [-0.003, 0.009, -0.024], [0.010, -0.015, 0.043], [-0.014, 0.000, -0.004], [-0.008, 0.004, -0.005], [-0.002, 0.013, -0.001], [-0.002, -0.008, 0.002], [0.012, 0.001, -0.007], [-0.024, -0.139, 0.057], [-0.131, 0.099, -0.023], [0.013, -0.103, -0.093], [-0.059, 0.071, -0.032], [-0.004, 0.005, 0.000], [0.000, -0.011, -0.006], [-0.008, 0.003, 0.004], [0.044, 0.002, -0.009], [0.002, 0.021, 0.016], [0.212, -0.035, 0.154]], "lowdin_charge": [0.334, -0.019, -0.277, -0.145, -0.179, -0.168, 0.111, -0.445, 0.196, 0.198, -0.657, -0.051, -0.037, 0.081, 0.084, 0.143, 0.111, 0.107, 0.082, 0.100, 0.072, 0.106, 0.123, 0.082, 0.111, 0.105, 0.113, -0.381, 0.714, -0.342, 0.702, -0.330, -0.294, -0.100, -0.087, -0.086, -0.067, -0.063, -0.260, -0.080, -0.080, -0.087, -0.079, -0.069, -0.261, -0.079, -0.079, -0.085, -0.079, -0.084, -0.293, -0.051, -0.063, -0.083, -0.087, -0.104, 0.004, 0.086, 0.114, 0.105, 0.103, 0.109, 0.093, 0.092, 0.103, 0.102, 0.104, 0.103, 0.106, 0.104, 0.102, 0.103, 0.076, 0.094, 0.113, 0.105, 0.103, 0.110, -0.103, -0.001, -0.608, 0.191, -0.011, 0.078, 0.082, 0.085, 0.123, 0.044, 0.037], "e_lumo_ev": 0.353, "max_force_ev_per_a": 0.81}